Model i:
A structure of composition C14H24N3O3S2Y. Source: OMol25; level of theory: wB97M-V/def2-TZVPD.

Last column: Mulliken charge in e.
Positions of all 47 atoms, in Å:
Y  0.226  0.115  0.838  1.2655
C  -3.100  -2.085  -1.862  -0.6831
O  -2.522  -1.000  -1.078  -0.4129
C  -1.436  -1.205  -0.363  0.6240
O  -0.839  -2.301  -0.308  -0.8396
H  -3.334  -1.665  -2.833  0.2801
H  -4.012  -2.406  -1.367  0.2839
H  -2.401  -2.909  -1.948  0.3018
N  -0.515  2.345  1.552  -0.8058
H  -1.380  2.327  2.091  0.2964
H  -0.726  2.936  0.747  0.3258
H  0.138  2.890  2.113  0.3219
C  4.705  -0.148  -1.980  -0.9127
N  3.700  -1.171  -1.727  -0.0221
C  4.008  -2.594  -1.936  -0.5750
C  2.657  -3.286  -1.678  -0.5894
N  1.773  -2.149  -1.384  0.2374
C  2.420  -0.991  -1.448  0.6860
S  1.711  0.588  -1.285  -0.4996
H  5.649  -0.470  -1.545  0.3292
H  4.406  0.789  -1.522  0.3030
H  4.839  0.000  -3.051  0.3398
H  4.786  -2.910  -1.243  0.3502
H  4.370  -2.747  -2.952  0.3514
H  2.694  -3.975  -0.837  0.3049
H  2.297  -3.828  -2.550  0.3319
H  0.773  -2.260  -1.224  0.0218
C  -4.766  -1.675  3.707  -1.5249
C  -3.315  -1.926  3.405  0.5871
C  -2.892  -3.134  2.856  -0.6696
C  -1.549  -3.374  2.597  -0.6306
C  -0.618  -2.403  2.917  0.8743
C  -1.007  -1.181  3.471  -0.6779
C  -2.355  -0.953  3.703  -0.9367
S  1.081  -2.669  2.485  0.5225
C  1.871  -2.715  4.082  -1.0734
O  1.506  -1.280  1.942  -0.5164
H  -5.417  -2.344  3.147  0.4006
H  -5.048  -0.646  3.485  0.3862
H  -4.954  -1.843  4.770  0.3405
H  -3.622  -3.895  2.614  0.4303
H  -1.233  -4.300  2.130  0.4450
H  -0.265  -0.453  3.789  0.7255
H  -2.673  -0.022  4.158  0.5006
H  1.544  -1.869  4.682  0.3428
H  2.944  -2.686  3.897  0.4376
H  1.600  -3.657  4.561  0.4216

The total charge is +2. As for the LUMO energy: -0.2111 Ha.



Model ii:
A structure of composition C14H24N3O3S2Y. Source: OMol25; level of theory: wB97M-V/def2-TZVPD.

Last column: Mulliken charge in e.
Positions of all 47 atoms, in Å:
Y  0.892  0.814  1.533  1.2486
C  5.252  -0.353  0.796  -0.7568
O  3.966  -0.007  1.373  -0.3751
C  3.025  0.562  0.599  0.4410
O  3.171  0.790  -0.587  -0.6133
H  5.508  -1.343  1.161  0.2678
H  5.988  0.368  1.141  0.2898
H  5.196  -0.343  -0.288  0.3264
N  -1.371  0.965  0.490  -0.6476
H  -1.311  1.540  -0.353  0.3167
H  -2.102  1.399  1.049  0.3269
H  -1.740  0.058  0.208  0.2071
C  3.089  3.454  -1.859  -0.8141
N  1.648  3.662  -1.913  0.1735
C  0.988  4.034  -3.172  -0.5762
C  -0.484  4.208  -2.760  -0.5473
N  -0.484  3.766  -1.348  -0.1937
C  0.798  3.590  -0.923  0.3551
S  1.224  3.356  0.723  -0.3975
H  3.381  2.835  -2.706  0.3439
H  3.347  2.935  -0.942  0.2210
H  3.597  4.416  -1.920  0.3076
H  1.132  3.241  -3.905  0.3419
H  1.437  4.948  -3.559  0.3683
H  -1.151  3.587  -3.352  0.3051
H  -0.812  5.243  -2.834  0.2950
H  -1.096  4.234  -0.695  0.3196
C  -5.413  -3.352  1.927  -1.4269
C  -4.005  -3.112  1.475  0.7265
C  -3.663  -3.161  0.127  -0.6582
C  -2.351  -2.972  -0.286  -0.3976
C  -1.369  -2.739  0.669  0.3552
C  -1.685  -2.684  2.027  -0.2693
C  -2.996  -2.863  2.417  -0.8879
S  0.268  -2.496  0.068  0.3313
C  1.213  -3.684  1.007  -1.0556
O  0.734  -1.139  0.655  -0.1789
H  -6.118  -3.279  1.102  0.3873
H  -5.706  -2.644  2.702  0.3786
H  -5.500  -4.354  2.353  0.3295
H  -4.429  -3.354  -0.613  0.3924
H  -2.096  -3.015  -1.338  0.4479
H  -0.914  -2.528  2.774  0.3773
H  -3.251  -2.831  3.469  0.4340
H  1.013  -3.576  2.071  0.3343
H  2.261  -3.501  0.780  0.4146
H  0.919  -4.673  0.657  0.4320

The total charge is +2. As for the LUMO energy: -0.2511 Ha.



Least stable structure: model ii



Model i:
A cluster of 6 separate species, C28H50N2O12 in total. Source: OMol25; level of theory: wB97M-V/def2-TZVPD.

Last column: Mulliken charge in e.
Positions of all 92 atoms, in Å:
O  4.143  3.262  -1.200  -0.6440
N  3.837  2.831  -0.101  1.1724
O  3.313  3.483  0.775  -0.6165
C  4.118  1.414  0.166  -0.0398
C  3.855  0.895  1.427  -0.2407
C  4.192  -0.432  1.650  -0.6438
C  4.701  -1.238  0.640  -0.4446
C  4.952  -0.680  -0.609  -0.4771
C  4.638  0.645  -0.858  -0.3763
H  3.466  1.520  2.217  0.5199
H  4.043  -0.827  2.648  0.3865
H  4.959  -2.270  0.831  0.4049
H  5.357  -1.317  -1.380  0.5213
H  4.792  1.107  -1.823  0.4730
O  0.664  3.608  3.205  -0.5344
N  0.045  4.257  4.027  0.9857
O  0.043  5.468  4.102  -0.5843
C  -0.766  3.522  5.005  0.1242
C  -1.042  4.142  6.203  -0.5382
C  -1.848  3.492  7.122  -0.4948
C  -2.316  2.218  6.815  -0.3601
C  -2.014  1.599  5.604  -0.5967
C  -1.251  2.265  4.666  -0.1096
H  -0.728  5.170  6.327  0.4341
H  -2.104  3.901  8.089  0.3784
H  -2.940  1.683  7.521  0.3628
H  -2.470  0.638  5.406  0.4021
H  -1.062  1.923  3.655  0.5418
C  2.255  -5.201  0.328  -1.0111
O  3.063  -4.362  -0.441  -0.0350
C  3.524  -4.963  -1.629  -0.5946
C  4.642  -4.137  -2.211  -0.6800
O  5.696  -3.884  -1.309  -0.2234
C  6.588  -4.957  -1.175  -0.8343
H  1.942  -4.632  1.200  0.2567
H  2.802  -6.078  0.716  0.3338
H  1.419  -5.616  -0.250  0.3892
H  2.704  -4.982  -2.365  0.3693
H  3.847  -5.999  -1.462  0.4579
H  4.252  -3.183  -2.570  0.3242
H  5.045  -4.642  -3.102  0.4418
H  6.992  -5.274  -2.148  0.3306
H  6.109  -5.851  -0.751  0.3035
H  7.394  -4.628  -0.527  0.2452
C  1.215  2.289  -3.059  -0.4539
O  0.469  1.677  -4.082  -0.4516
C  -0.472  0.767  -3.608  0.2827
C  -1.585  0.648  -4.610  -0.7453
O  -2.308  1.845  -4.660  -0.3293
C  -3.524  1.696  -5.345  -0.7445
H  1.807  1.546  -2.503  0.1222
H  0.575  2.871  -2.391  0.3125
H  1.948  2.958  -3.510  0.3592
H  -0.942  1.039  -2.649  -0.0126
H  -0.060  -0.234  -3.411  0.0861
H  -2.208  -0.242  -4.431  0.3380
H  -1.144  0.459  -5.607  0.5003
H  -4.078  2.630  -5.330  0.2427
H  -4.133  0.900  -4.900  0.2762
H  -3.342  1.440  -6.401  0.2841
C  0.400  -2.510  -1.071  -0.9826
O  0.054  -1.167  -0.919  0.1169
C  0.962  -0.453  -0.071  -0.2557
C  0.475  0.905  0.366  -0.0957
O  -0.543  0.881  1.338  -0.3630
C  -1.801  0.435  0.876  -0.5614
H  1.352  -2.694  -1.588  0.2469
H  -0.362  -2.944  -1.727  0.3689
H  0.377  -3.064  -0.126  0.2731
H  1.910  -0.349  -0.617  0.0533
H  1.088  -1.052  0.842  0.4332
H  0.203  1.535  -0.493  0.3319
H  1.311  1.406  0.854  -0.3992
H  -2.149  1.092  0.060  0.2753
H  -2.547  0.555  1.657  0.1442
H  -1.766  -0.560  0.435  0.2452
C  -7.329  1.722  2.423  -0.7344
O  -7.173  1.348  1.077  -0.3455
C  -6.039  0.553  0.861  -0.0585
C  -5.694  0.588  -0.606  -0.5554
O  -4.403  0.059  -0.757  -0.1837
C  -4.007  0.033  -2.092  -0.8809
H  -7.475  0.863  3.091  0.2945
H  -8.188  2.386  2.483  0.2725
H  -6.449  2.270  2.790  0.3107
H  -6.217  -0.483  1.189  0.2624
H  -5.173  0.900  1.444  0.0568
H  -5.772  1.618  -0.978  0.3209
H  -6.412  -0.016  -1.181  0.2535
H  -3.044  -0.469  -2.197  0.0714
H  -3.986  1.021  -2.567  0.4764
H  -4.667  -0.586  -2.732  0.4612

As for the LUMO energy: -0.0076 Ha.



Model ii:
A cluster of 10 separate species, C28H50N2O12 in total. Source: OMol25; level of theory: wB97M-V/def2-TZVPD.

Last column: Mulliken charge in e.
Positions of all 92 atoms, in Å:
C  -3.407  -6.237  -5.728  -0.2383
C  -2.692  -5.070  -5.556  -0.5999
C  -2.644  -4.505  -6.824  -0.3817
N  -3.168  -5.267  -7.850  -0.0416
C  -3.599  -6.444  -7.119  -0.4566
H  -3.822  -6.934  -5.016  0.3749
H  -2.403  -4.644  -4.607  0.3891
H  -2.282  -3.556  -7.192  0.3844
H  -3.156  -5.013  -8.827  0.2080
H  -4.103  -7.168  -7.742  0.3621
C  -6.517  6.110  1.905  -0.4567
C  -7.576  6.728  1.276  -0.2906
C  -7.448  6.539  -0.061  -0.5658
N  -6.410  5.649  -0.222  -0.0171
C  -5.941  5.297  0.958  -0.3290
H  -6.291  6.056  2.959  0.3653
H  -8.390  7.169  1.832  0.3548
H  -7.987  6.981  -0.886  0.3661
H  -6.177  5.117  -1.048  0.2269
H  -5.084  4.641  0.975  0.3469
O  -0.451  2.942  7.940  -0.5714
C  0.261  3.003  8.907  0.5351
C  1.719  3.424  8.974  -0.3429
C  2.067  3.131  10.415  -0.5544
C  0.788  3.057  11.184  -0.3516
O  -0.157  2.797  10.146  -0.3472
H  2.379  2.789  8.384  0.2112
H  1.988  4.424  8.634  0.2906
H  2.478  2.123  10.361  0.2176
H  2.841  3.814  10.764  0.3684
H  0.757  2.182  11.835  0.2993
H  0.813  3.999  11.732  0.2453
O  1.879  1.263  0.681  -0.5797
C  1.484  0.134  0.779  0.4611
C  0.360  -0.453  1.593  -0.3088
C  -0.017  -1.660  0.769  -0.5397
C  1.207  -1.988  -0.067  -0.3311
O  2.049  -0.894  -0.025  -0.3404
H  0.656  -0.738  2.602  0.2684
H  -0.526  0.179  1.655  0.2575
H  -0.389  -2.402  1.474  0.3222
H  -0.862  -1.386  0.138  0.2700
H  1.709  -2.905  0.242  0.2967
H  0.818  -2.202  -1.063  0.2239
O  -6.601  0.721  -3.849  -0.6041
C  -7.723  0.649  -4.329  0.5710
C  -8.072  0.000  -5.680  -0.4727
C  -9.234  0.878  -6.100  -0.3637
C  -9.875  1.043  -4.709  -0.4787
O  -8.781  1.226  -3.780  -0.3256
H  -7.159  -0.039  -6.274  0.2767
H  -8.404  -1.014  -5.460  0.2581
H  -8.769  1.768  -6.524  0.2831
H  -9.902  0.297  -6.736  0.2762
H  -10.615  1.830  -4.563  0.3125
H  -10.472  0.184  -4.402  0.2659
O  5.455  -2.533  4.882  -0.5729
C  6.366  -1.818  4.541  0.4989
C  7.682  -2.312  3.878  -0.5041
C  8.571  -1.090  3.927  -0.4257
C  7.536  0.025  3.881  -0.3939
O  6.420  -0.485  4.601  -0.3260
H  8.212  -3.217  4.173  0.3558
H  7.325  -2.434  2.855  0.2383
H  8.985  -1.045  4.935  0.2802
H  9.220  -1.020  3.054  0.3067
H  7.894  0.871  4.469  0.2845
H  7.474  0.485  2.895  0.2579
C  0.884  2.310  -5.236  -0.4936
O  -0.090  1.393  -4.694  -0.4905
H  1.860  2.083  -4.807  0.2087
H  0.834  2.297  -6.324  0.2395
H  0.682  3.336  -4.928  0.2381
H  -0.955  1.809  -4.684  0.2978
C  4.587  -4.396  -5.197  -0.5174
O  5.541  -4.329  -4.148  -0.4917
H  3.826  -3.639  -5.009  0.2345
H  5.042  -4.219  -6.172  0.2396
H  4.218  -5.406  -5.377  0.2327
H  6.006  -3.502  -4.291  0.3022
C  5.430  -8.344  2.964  -0.4987
O  5.020  -8.366  4.263  -0.5002
H  6.383  -8.786  2.673  0.2343
H  4.611  -8.821  2.425  0.2379
H  5.540  -7.315  2.623  0.2081
H  4.386  -7.661  4.415  0.3189
C  4.271  6.655  -2.528  -0.4909
O  5.056  6.054  -1.543  -0.5000
H  3.252  6.551  -2.156  0.2313
H  4.487  7.722  -2.591  0.2199
H  4.292  6.183  -3.511  0.2221
H  4.559  5.342  -1.134  0.3177

As for the LUMO energy: 0.0155 Ha.



Least stable structure: model i



Model i:
A cluster of 2 separate species, C5H12N2S in total. Source: OMol25; level of theory: wB97M-V/def2-TZVPD.

Last column: Mulliken charge in e.
Positions of all 20 atoms, in Å:
C  -1.298  -0.907  0.047  0.0069
C  -0.580  -0.056  1.140  -0.8050
C  0.096  0.792  0.033  1.2188
C  1.577  0.619  -0.038  -0.9867
C  -0.855  0.157  -0.993  -1.0718
H  -3.179  0.136  0.580  0.2853
H  -3.402  -2.121  -0.125  0.2542
H  -1.012  -2.008  -0.026  0.4709
H  0.123  -0.410  1.981  0.2148
H  -1.358  0.507  1.628  0.2664
H  -1.016  2.364  0.281  0.3565
H  0.180  2.947  -0.754  0.2450
H  2.047  1.102  -1.009  0.3139
H  2.170  1.191  0.673  0.4796
H  0.861  -1.547  -0.994  0.1253
H  -1.918  0.873  -1.021  0.2123
H  -0.570  -0.027  -2.077  0.1376
N  -2.834  -0.785  -0.106  -0.6803
N  -0.021  2.303  0.095  -0.7875
S  2.089  -1.079  -0.012  -0.2561

As for the LUMO energy: 0.0141 Ha.



Model ii:
The molecule C5H12N2S. Source: OMol25; level of theory: wB97M-V/def2-TZVPD.

Last column: Mulliken charge in e.
Positions of all 20 atoms, in Å:
C  -2.124  -1.734  0.229  -1.1362
C  -2.038  -0.313  0.526  -0.3365
N  -1.257  0.329  -0.548  -0.1924
C  -1.235  1.797  -0.788  -0.8488
N  -0.017  -0.269  -0.564  -0.1266
C  1.043  0.009  0.197  0.3576
C  0.993  1.137  1.250  -0.8988
S  2.558  -0.620  -0.288  -0.3415
H  -2.795  -1.973  1.108  0.3416
H  -1.161  -2.220  0.402  0.3294
H  -2.557  -2.051  -0.657  0.3201
H  -1.583  0.023  1.457  0.1707
H  -2.955  0.191  0.589  0.5095
H  -0.839  2.381  0.214  0.1920
H  -2.205  2.396  -1.012  0.2698
H  -0.591  1.891  -1.603  0.4075
H  -0.091  -1.036  -1.183  0.2781
H  0.696  2.144  0.609  0.1684
H  0.237  1.066  2.163  0.2023
H  1.997  1.309  1.815  0.3339

As for the LUMO energy: 0.0234 Ha.



Model iii:
The molecule C5H12N2S. Source: OMol25; level of theory: wB97M-V/def2-TZVPD.

Last column: Mulliken charge in e.
Positions of all 20 atoms, in Å:
C  -2.401  -0.767  0.981  -0.8025
S  -1.895  -0.154  -0.622  -0.0737
C  -0.578  0.850  -0.007  -0.3607
C  0.431  1.371  -0.982  -0.9983
C  0.812  0.351  0.109  0.9728
N  1.547  0.886  1.275  -0.7128
C  1.261  -1.051  -0.251  -0.8870
N  2.739  -1.195  -0.277  -0.7131
H  -3.286  -1.406  0.778  0.3178
H  -2.657  0.065  1.600  0.2695
H  -1.621  -1.357  1.416  0.2288
H  -0.918  1.618  0.721  0.3569
H  0.416  1.089  -2.064  0.2596
H  0.689  2.413  -0.754  0.2731
H  1.182  1.750  1.617  0.2821
H  1.464  0.244  2.090  0.2327
H  0.854  -1.718  0.490  0.2572
H  0.828  -1.355  -1.182  0.4554
H  3.134  -0.458  0.325  0.3280
H  3.091  -0.785  -1.177  0.3141

As for the LUMO energy: 0.0318 Ha.



Least stable structure: model i



Model i:
The molecule C5H6ClN3O2. Source: OMol25; level of theory: wB97M-V/def2-TZVPD.

Last column: Mulliken charge in e.
Positions of all 17 atoms, in Å:
C  0.337  -1.065  -1.164  -0.5435
C  -0.293  1.157  0.093  0.5157
C  0.646  -0.308  -2.202  0.4479
C  -0.076  0.285  2.398  -0.8004
C  -0.831  1.117  1.371  -0.5554
N  0.007  1.577  -0.995  -0.1430
N  0.396  1.134  -2.129  -0.1837
N  0.258  -2.391  -0.758  0.8889
O  0.947  -2.708  0.196  -0.5730
O  -0.620  -3.064  -1.216  -0.5653
Cl  1.423  -0.698  -3.654  -0.2122
H  -0.936  -0.006  3.098  0.2675
H  0.764  0.830  2.788  0.3158
H  0.174  -0.605  1.910  0.2431
H  -1.074  2.177  1.738  0.3485
H  -1.932  0.757  1.328  0.2680
H  0.811  1.810  -2.802  0.2811

As for the LUMO energy: -0.0242 Ha.



Model ii:
The molecule C5H6ClN3O2. Source: OMol25; level of theory: wB97M-V/def2-TZVPD.

Last column: Mulliken charge in e.
Positions of all 17 atoms, in Å:
O  1.191  2.307  1.589  -0.6948
N  0.421  1.398  1.340  0.7312
O  -0.776  1.488  2.110  -0.4773
C  0.344  0.431  0.462  0.1923
C  1.453  0.355  -0.473  -0.6202
C  1.595  -0.757  -1.229  -0.4596
C  0.568  -1.828  -1.057  -0.0235
N  -0.482  -1.744  -0.324  -0.6321
C  -0.793  -0.555  0.420  0.1075
N  -2.066  -0.077  -0.159  -0.4186
Cl  -1.961  0.534  -1.829  -0.1016
H  -1.102  2.382  2.100  0.3315
H  2.014  1.163  -0.578  0.5685
H  2.353  -0.845  -1.936  0.4353
H  0.881  -2.653  -1.743  0.2854
H  -0.889  -0.760  1.479  0.4309
H  -2.750  -0.839  -0.174  0.3450

As for the LUMO energy (spin up / spin down): -0.0247 / -0.0247 Ha.



Least stable structure: model i